Record 1
The following is a quantum chemistry calculation of C46H48F6GeMnN6O8S2Te as an isolated structure, from the Open Molecules 2025 dataset.

Element x y z (Å)
Mn  0.654  -0.813  1.556
C  -3.441  1.978  -0.655
N  -3.092  1.784  0.752
C  -4.209  1.840  1.703
C  -1.832  1.569  1.107
O  -0.895  1.582  0.272
C  -1.575  1.276  2.591
O  -0.823  0.062  2.745
C  -1.174  -0.656  3.929
C  -0.240  -1.841  4.014
O  0.591  -2.013  3.081
N  -0.311  -2.652  5.037
C  0.512  -3.865  5.076
C  -1.170  -2.385  6.193
H  -4.401  1.510  -0.850
H  -2.696  1.508  -1.287
H  -3.504  3.037  -0.896
H  -4.405  0.859  2.139
H  -5.100  2.159  1.172
H  -4.032  2.561  2.500
H  -2.504  1.142  3.135
H  -1.010  2.109  3.017
H  -2.210  -1.004  3.862
H  -1.067  -0.009  4.801
H  0.803  -4.140  4.068
H  -0.069  -4.669  5.522
H  1.405  -3.698  5.678
H  -2.209  -2.649  5.988
H  -1.121  -1.337  6.485
H  -0.819  -2.978  7.031
C  5.942  2.590  -0.613
N  4.655  2.161  -1.184
C  4.567  1.227  -2.162
C  3.381  0.726  -2.610
C  2.187  1.177  -2.013
N  2.301  2.222  -1.158
C  3.507  2.659  -0.642
O  3.453  3.524  0.222
N  0.983  0.688  -2.278
H  6.737  2.377  -1.320
H  6.117  2.049  0.316
H  5.897  3.653  -0.396
H  5.509  0.879  -2.564
H  3.357  -0.043  -3.367
H  0.917  -0.182  -2.787
H  0.193  0.941  -1.690
F  1.417  0.628  4.551
C  2.560  -0.028  4.263
F  2.492  -1.213  4.821
F  3.566  0.644  4.763
S  2.777  0.095  2.359
O  1.676  0.977  1.942
O  4.115  0.562  2.265
N  2.554  -1.185  1.426
S  3.819  -2.255  1.646
O  3.993  -2.441  3.046
O  4.898  -1.896  0.797
C  2.978  -3.685  0.793
F  1.853  -4.003  1.424
F  3.740  -4.737  0.651
F  2.668  -3.193  -0.416
Te  1.012  3.586  -0.292
C  1.960  5.164  -1.366
C  2.612  6.163  -0.649
C  3.269  7.172  -1.336
C  3.277  7.175  -2.725
C  2.632  6.169  -3.431
C  1.968  5.155  -2.755
C  -0.578  3.804  -1.694
C  -0.892  3.274  -2.933
C  -1.947  3.828  -3.651
C  -2.662  4.904  -3.147
C  -2.337  5.445  -1.909
C  -1.300  4.886  -1.183
H  2.602  6.149  0.434
H  3.774  7.951  -0.783
H  3.783  7.969  -3.258
H  2.633  6.168  -4.513
H  1.444  4.393  -3.316
H  -0.331  2.455  -3.361
H  -2.194  3.426  -4.624
H  -3.469  5.333  -3.725
H  -2.877  6.300  -1.527
H  -1.020  5.297  -0.211
C  -0.293  -1.559  0.452
Ge  -1.327  -2.651  -0.896
C  -0.023  -3.651  -1.968
C  0.221  -4.964  -1.566
C  0.993  -5.809  -2.350
C  1.542  -5.348  -3.538
C  1.338  -4.032  -3.928
C  0.559  -3.189  -3.148
C  -2.589  -1.520  -1.890
C  -3.816  -1.235  -1.290
C  -4.794  -0.545  -1.991
C  -4.556  -0.130  -3.294
C  -3.342  -0.419  -3.903
C  -2.366  -1.121  -3.207
C  -2.271  -3.874  0.305
C  -2.889  -5.008  -0.218
C  -3.529  -5.904  0.625
C  -3.570  -5.661  1.992
C  -2.964  -4.529  2.518
C  -2.306  -3.641  1.680
H  -0.208  -5.333  -0.643
H  1.152  -6.832  -2.034
H  2.115  -6.017  -4.166
H  1.772  -3.674  -4.852
H  0.375  -2.180  -3.502
H  -4.013  -1.583  -0.281
H  -5.757  -0.355  -1.531
H  -5.325  0.394  -3.847
H  -3.170  -0.131  -4.932
H  -1.450  -1.391  -3.716
H  -2.863  -5.192  -1.286
H  -3.993  -6.792  0.216
H  -4.074  -6.358  2.647
H  -3.013  -4.351  3.586
H  -1.793  -2.764  2.060

Energy relative to the best compared isomer or geometry (same formula, charge and spin) ... 0.0000 eV
2S+1 ... 1
LUMO energy (spin up / spin down) ... -7.9 / -7.9 eV
E_HOMO (spin up / spin down) ... -15.4 / -15.4 eV
Gap between HOMO and LUMO (spin up / spin down) ... 7.5 / 7.5 eV
Charge ... +3



Record 2
The following is a quantum chemistry calculation of C35H49BrInN6O2P2S as an isolated structure, from the Open Molecules 2025 dataset.

Element x y z (Å)
In  10.579  12.937  9.367
C  7.559  8.622  14.060
C  7.654  10.010  14.686
C  6.238  10.324  15.287
P  8.231  11.557  13.719
C  7.948  11.453  11.855
C  6.687  12.266  11.456
C  7.895  10.055  11.225
C  10.041  11.435  13.836
C  10.699  10.247  14.075
C  12.008  10.216  14.559
C  12.617  8.895  14.906
C  12.697  11.430  14.756
C  12.108  12.612  14.406
C  10.817  12.640  13.735
N  10.341  13.607  12.930
C  11.022  14.697  12.477
C  12.476  14.734  12.327
C  13.056  15.955  12.085
C  12.321  17.093  11.678
C  12.974  18.346  11.150
C  10.907  16.982  11.714
C  10.237  15.853  12.070
P  8.417  15.665  12.071
C  7.929  15.860  13.849
C  8.877  16.773  14.584
C  6.444  16.149  14.137
C  7.685  17.158  11.211
C  7.804  18.563  11.845
C  8.032  17.212  9.706
H  7.524  7.843  14.861
H  8.414  8.413  13.397
H  6.631  8.492  13.437
H  8.355  9.991  15.525
H  5.522  10.521  14.470
H  6.299  11.249  15.887
H  5.889  9.478  15.861
H  8.821  12.009  11.489
H  5.782  11.881  11.957
H  6.522  12.107  10.352
H  6.809  13.341  11.654
H  7.077  9.496  11.716
H  8.812  9.437  11.328
H  7.667  10.167  10.149
H  10.275  9.270  13.839
H  12.665  8.257  14.007
H  12.051  8.437  15.742
H  13.654  9.000  15.265
H  13.744  11.361  15.104
H  12.583  13.571  14.609
H  13.022  13.808  12.543
H  14.152  16.014  12.100
H  13.851  18.082  10.537
H  13.363  18.983  11.973
H  12.298  18.925  10.527
H  10.369  17.852  11.359
H  8.128  14.826  14.181
H  8.931  17.770  14.178
H  9.885  16.362  14.559
H  8.570  16.805  15.642
H  6.232  17.209  13.943
H  6.216  15.998  15.206
H  5.707  15.556  13.523
H  6.636  16.879  11.315
H  8.812  18.812  12.180
H  7.150  18.634  12.723
H  7.473  19.317  11.078
H  8.021  16.187  9.289
H  9.022  17.684  9.540
H  7.257  17.828  9.205
C  7.294  10.058  6.785
C  7.728  11.450  6.516
N  7.394  12.194  5.508
N  8.172  13.299  5.613
C  9.053  13.261  6.657
S  10.233  14.394  7.080
N  8.727  12.058  7.292
N  9.591  11.329  8.135
H  6.481  10.077  7.569
H  8.089  9.402  7.112
H  6.900  9.629  5.819
H  8.010  14.072  4.958
H  9.058  10.689  8.721
H  10.285  10.765  7.585
Br  16.840  8.147  8.893
C  15.143  8.504  9.555
C  14.827  7.860  10.765
N  13.646  7.979  11.374
C  12.813  8.888  10.889
C  13.102  9.744  9.755
C  14.241  9.424  9.015
C  12.285  10.924  9.570
O  12.647  11.924  8.840
O  11.166  10.974  10.279
H  15.540  7.149  11.174
H  11.881  9.006  11.470
H  14.468  9.881  8.072

Energy relative to the best compared isomer or geometry (same formula, charge and spin) ... 3.3784 eV
2S+1 ... 1
LUMO energy (spin up / spin down) ... -4.8 / -3.6 eV
E_HOMO (spin up / spin down) ... -9.1 / -9.8 eV
Gap between HOMO and LUMO (spin up / spin down) ... 4.3 / 6.3 eV
Charge ... +1



Record 3
The following is a quantum chemistry calculation of C24H31CsN6O2S2 as an isolated structure, from the Open Molecules 2025 dataset.

Element x y z (Å)
Cs  -0.485  -0.401  1.596
O  0.114  1.406  6.279
C  -0.138  1.224  5.070
N  0.401  0.351  4.249
C  1.398  -0.459  4.905
C  2.020  -1.507  4.015
C  2.278  -2.777  4.534
C  2.949  -3.713  3.769
C  3.351  -3.362  2.490
C  3.036  -2.091  2.043
N  2.382  -1.183  2.767
C  -1.181  2.172  4.467
C  -1.384  3.376  5.148
C  -2.315  4.277  4.676
C  -3.045  3.950  3.539
C  -2.778  2.740  2.930
N  -1.860  1.870  3.355
H  2.221  0.164  5.290
H  0.993  -0.957  5.796
H  1.953  -3.011  5.539
H  3.155  -4.701  4.162
H  3.876  -4.054  1.847
H  3.323  -1.785  1.041
H  -0.802  3.544  6.042
H  -2.483  5.218  5.185
H  -3.804  4.609  3.140
H  -3.342  2.439  2.050
C  1.223  -6.662  -2.552
O  1.050  -5.765  -1.450
C  1.119  -4.451  -1.627
S  1.420  -3.933  -3.277
S  0.955  -3.463  -0.337
H  1.129  -7.656  -2.128
H  2.213  -6.540  -2.994
H  0.452  -6.500  -3.305
N  1.311  -0.572  -3.709
C  -0.130  -0.308  -3.665
C  -0.589  -0.334  -2.214
N  0.143  0.616  -1.378
C  1.589  0.438  -1.514
C  2.051  0.448  -2.965
H  1.625  -0.579  -4.673
H  1.392  -2.592  -3.035
H  -0.649  -1.080  -4.239
H  -0.380  0.670  -4.104
H  -0.430  -1.339  -1.810
H  -1.653  -0.103  -2.153
H  -0.112  1.556  -1.663
H  1.855  -0.525  -1.066
H  2.098  1.222  -0.951
H  3.118  0.227  -3.023
H  1.885  1.452  -3.386
N  -3.006  2.081  -0.945
C  -2.599  2.481  -2.216
C  -3.139  1.887  -3.358
C  -2.686  2.248  -4.616
C  -1.682  3.196  -4.766
C  -1.143  3.787  -3.633
C  -1.595  3.440  -2.369
H  -2.801  2.739  -0.208
H  -3.947  1.724  -0.881
H  -3.919  1.141  -3.254
H  -3.123  1.780  -5.489
H  -1.332  3.474  -5.750
H  -0.367  4.536  -3.729
H  -1.178  3.919  -1.490

Energy relative to the best compared isomer or geometry (same formula, charge and spin) ... 1.3990 eV
2S+1 ... 1
LUMO energy ... 0.0 eV
E_HOMO ... -6.9 eV
Gap between HOMO and LUMO ... 6.9 eV



Record 4
The following is a quantum chemistry calculation of C16H30BBeFN2O12Pb as an isolated structure, from the Open Molecules 2025 dataset.

Element x y z (Å)
Be  1.757  -3.664  0.433
Pb  -2.106  2.407  2.516
O  -1.198  1.873  -3.096
C  -0.753  1.455  -4.225
O  -0.808  2.018  -5.382
B  -0.268  1.125  -6.468
O  0.185  0.004  -5.620
C  -0.100  0.085  -4.415
O  -0.125  -0.819  -3.592
O  0.817  1.826  -7.343
C  0.471  1.714  -8.647
O  1.163  2.112  -9.597
C  -0.887  0.940  -8.705
O  -1.316  0.644  -7.402
O  -1.625  0.711  -9.707
F  -0.255  -0.781  1.987
C  4.437  -6.618  2.369
O  4.379  -5.986  1.125
C  5.408  -6.450  0.222
C  5.844  -5.400  -0.899
N  4.641  -4.859  -1.621
C  4.953  -3.909  -2.658
C  5.436  -2.578  -1.950
O  4.407  -2.147  -1.041
C  4.494  -0.924  -0.347
H  4.313  -7.700  2.402
H  3.512  -6.429  2.914
H  5.358  -6.399  2.908
H  4.851  -7.303  -0.166
H  6.334  -6.716  0.732
H  6.428  -5.819  -1.719
H  6.524  -4.658  -0.483
H  4.194  -5.606  -2.132
H  4.060  -3.722  -3.255
H  5.644  -4.426  -3.325
H  5.518  -1.799  -2.707
H  6.438  -2.733  -1.548
H  5.469  -0.732  0.101
H  3.675  -1.032  0.364
H  4.240  -0.049  -0.946
C  -5.329  4.312  0.696
O  -4.469  4.599  1.841
C  -4.706  5.833  2.482
C  -4.029  5.877  3.835
N  -3.955  4.576  4.524
C  -5.355  4.059  4.744
C  -5.362  2.759  5.606
O  -4.369  1.949  4.929
C  -4.280  0.629  5.396
H  -5.208  3.393  0.122
H  -5.363  5.141  -0.010
H  -6.341  4.085  1.032
H  -5.776  6.041  2.474
H  -4.363  6.617  1.808
H  -4.608  6.515  4.504
H  -3.022  6.278  3.721
H  -3.519  4.720  5.424
H  -5.771  3.800  3.771
H  -6.018  4.821  5.155
H  -6.288  2.251  5.877
H  -4.953  3.197  6.516
H  -3.777  0.776  6.352
H  -3.500  0.146  4.808
H  -5.145  -0.029  5.315

Energy relative to the best compared isomer or geometry (same formula, charge and spin) ... 17.3146 eV
2S+1 ... 1
LUMO energy ... -11.0 eV
E_HOMO ... -12.5 eV
Gap between HOMO and LUMO ... 1.5 eV
Charge ... +2



Record 5
The following is a quantum chemistry calculation of an isolated molecule of C4H6N2, from the Open Molecules 2025 dataset.

Element x y z (Å)
N  0.485  2.729  -0.253
C  0.169  1.617  -0.188
C  -0.167  0.228  0.066
N  -1.219  -0.042  1.021
C  0.073  -0.804  -1.002
C  1.075  -0.643  0.088
H  -1.151  0.556  1.839
H  -2.154  0.051  0.645
H  0.334  -0.466  -1.999
H  -0.577  -1.667  -0.943
H  1.093  -1.350  0.903
H  2.039  -0.207  -0.178

Energy relative to the best compared isomer or geometry (same formula, charge and spin) ... 1.3333 eV
SMILES string ... N#CC1(N)CC1
2S+1 ... 1
LUMO energy ... 0.9 eV
E_HOMO ... -10.1 eV
Gap between HOMO and LUMO ... 11.0 eV



Record 6
The following is a quantum chemistry calculation of C24H27AlNOSi as an isolated structure, from the Open Molecules 2025 dataset.

Element x y z (Å)
C  -1.963  0.211  0.358
C  -2.362  -1.023  -0.253
C  -1.591  -2.066  0.303
H  -3.175  -1.139  -0.967
C  -0.738  -1.545  1.301
C  -0.945  -0.118  1.371
H  -0.730  0.501  2.243
H  -2.547  1.134  0.355
H  -1.710  -3.122  0.066
H  -0.129  -2.120  1.992
Al  0.053  0.361  -0.368
C  1.355  -0.806  -5.402
H  1.110  -1.783  -4.977
H  2.084  -0.941  -6.215
H  0.454  -0.324  -5.814
Si  0.258  -0.038  -2.851
C  -0.618  1.505  -3.449
C  -1.959  1.823  -3.134
H  -2.527  1.176  -2.467
C  -2.555  2.962  -3.693
H  -3.605  3.186  -3.474
C  -1.825  3.794  -4.552
H  -2.303  4.668  -5.010
C  -0.482  3.503  -4.824
H  0.097  4.144  -5.499
C  0.124  2.383  -4.257
H  1.175  2.163  -4.447
C  -0.745  -1.543  -3.274
C  -1.829  -1.458  -4.167
H  -2.110  -0.490  -4.586
C  -2.540  -2.608  -4.533
H  -3.345  -2.529  -5.268
C  -2.221  -3.839  -3.954
H  -2.785  -4.730  -4.223
C  -1.192  -3.921  -3.011
H  -0.947  -4.876  -2.538
C  -0.463  -2.781  -2.667
H  0.324  -2.829  -1.910
H  1.755  -0.097  -2.821
H  1.839  -0.133  -4.626
O  0.050  2.280  -0.092
C  1.322  2.899  0.359
C  2.153  1.806  0.936
C  3.267  2.036  1.743
C  3.954  0.949  2.264
C  3.518  -0.336  1.937
C  2.403  -0.515  1.124
N  1.720  0.557  0.633
H  -0.577  2.941  -0.446
H  1.825  3.349  -0.513
H  1.083  3.668  1.107
H  3.536  3.075  1.931
H  4.818  1.097  2.911
H  4.015  -1.222  2.327
H  2.021  -1.504  0.861

Energy relative to the best compared isomer or geometry (same formula, charge and spin) ... 0.0000 eV
2S+1 ... 1
LUMO energy ... -3.5 eV
E_HOMO ... -10.4 eV
Gap between HOMO and LUMO ... 7.0 eV
Charge ... +1



Record 7
The following is a quantum chemistry calculation of a 2-piece molecular cluster, CH7NS2 overall, from the Open Molecules 2025 dataset.

Element x y z (Å)
C  0.745  0.761  -1.410
S  0.278  -0.164  0.083
S  0.928  1.086  1.591
H  0.235  0.255  -2.232
H  0.422  1.793  -1.366
H  1.817  0.690  -1.557
H  -0.205  1.791  1.725
N  -2.853  -2.430  -1.403
H  -1.904  -2.545  -1.068
H  -3.214  -1.581  -0.985
H  -2.817  -2.309  -2.408

Energy relative to the best compared isomer or geometry (same formula, charge and spin) ... 0.0531 eV
SMILES string ... CSS.N
2S+1 ... 1
LUMO energy ... 0.5 eV
E_HOMO ... -9.3 eV
Gap between HOMO and LUMO ... 9.8 eV



Record 8
The following is a quantum chemistry calculation of an isolated molecule of C4H13NSi, from the Open Molecules 2025 dataset.

Element x y z (Å)
C  2.353  0.166  0.225
C  1.058  0.911  0.185
Si  -0.610  0.062  0.072
C  -0.781  -0.549  -1.735
C  -0.894  -1.465  1.336
N  -1.695  1.420  0.429
H  2.221  -0.599  1.027
H  2.474  -0.162  -0.797
H  3.258  0.752  0.451
H  1.206  1.654  -0.725
H  1.094  1.470  1.023
H  -0.532  0.323  -2.468
H  -0.163  -1.516  -1.873
H  -1.887  -0.830  -2.029
H  -1.501  -2.135  0.872
H  0.028  -1.876  1.469
H  -1.348  -1.089  2.210
H  -2.683  1.243  0.499
H  -1.596  2.220  -0.171

Energy relative to the best compared isomer or geometry (same formula, charge and spin) ... 0.1761 eV
SMILES string ... CC[Si](C)(C)N
2S+1 ... 1
LUMO energy ... 0.9 eV
E_HOMO ... -9.4 eV
Gap between HOMO and LUMO ... 10.3 eV